Entry from the OMol25 dataset: C30H26AsBiN2O2Se2 as an isolated structure at a distorted geometry (ωB97M-V/def2-TZVPD).

```
64
Properties=species:S:1:pos:R:3:forces:R:3:nbo_charge:R:1
Bi -0.08116 0.07653 0.41006 -0.5 0.0 -0.4 1.300
Se -2.88297 -1.61524 2.12107 -0.5 0.0 -0.2 0.290
Se -0.77276 -2.50446 2.42170 0.4 -0.2 0.3 0.192
C -0.67393 -3.55497 0.78508 -0.2 0.3 0.1 0.033
C -0.42902 -4.91346 0.85440 0.0 0.1 0.2 -0.257
C -0.44410 -5.61585 -0.34369 0.0 0.1 -0.1 -0.131
C -0.70772 -4.93422 -1.52401 0.0 -0.1 0.2 -0.223
C -0.92543 -3.56601 -1.46556 0.0 -0.1 -0.1 0.054
N -0.90018 -2.88423 -0.32586 0.1 0.2 -0.1 -0.503
C -2.60438 0.25679 2.40946 0.0 0.1 0.3 0.054
C -3.62151 0.90161 3.12094 0.2 -0.4 -0.3 -0.253
C -3.51342 2.24092 3.42161 0.4 0.1 -0.1 -0.082
C -2.35364 2.91540 3.03834 -0.3 -0.2 0.0 -0.220
C -1.38764 2.22834 2.34231 0.1 0.4 0.1 0.052
N -1.51209 0.93086 2.00335 -0.1 -0.2 0.0 -0.592
H -0.25496 -5.39143 1.80887 0.0 -0.1 0.0 0.249
H -0.26420 -6.67973 -0.34482 0.0 -0.1 0.0 0.247
H -0.75007 -5.45468 -2.46708 0.0 0.0 -0.1 0.250
H -1.12764 -2.98505 -2.35405 0.0 0.0 -0.1 0.212
H -4.48072 0.32691 3.43639 0.0 0.0 0.1 0.260
H -4.29295 2.73956 3.97501 -0.1 0.1 0.0 0.256
H -2.21748 3.96160 3.26049 0.1 0.0 0.0 0.258
H -0.47183 2.71292 2.04620 0.0 0.1 0.0 0.242
C 3.67860 -3.92733 3.96710 0.0 0.0 0.0 -0.171
C 3.75560 -2.74466 4.68494 0.0 0.0 0.0 -0.172
C 3.20700 -1.58356 4.16774 -0.3 0.4 0.0 -0.249
C 2.57722 -1.60796 2.92600 -0.3 0.1 -0.1 -0.244
C 2.53633 -2.78724 2.19343 -0.2 0.2 -0.2 -0.260
C 3.07962 -3.94744 2.71728 0.0 0.0 0.0 -0.200
As 1.94443 0.07275 2.14571 1.8 -0.4 1.4 1.026
C 3.57026 0.50696 1.16845 -0.1 0.1 -0.1 -0.225
C 3.63679 0.04024 -0.14076 -0.4 0.0 0.2 -0.253
C 4.81217 0.14800 -0.86214 0.0 0.0 -0.1 -0.191
C 5.92516 0.73421 -0.27963 -0.1 0.0 0.0 -0.176
C 5.85723 1.21909 1.01795 0.0 0.0 0.0 -0.164
C 4.68564 1.09513 1.75179 -0.3 0.1 0.3 -0.247
C 1.55900 1.09515 3.75638 -0.2 0.0 -0.3 -0.381
C 0.71353 0.48757 4.68490 0.0 -0.3 -0.3 -0.225
C 0.38051 1.15034 5.85304 0.0 0.0 0.0 -0.194
C 0.89005 2.41816 6.09401 0.0 -0.1 0.0 -0.168
C 1.72062 3.02412 5.16553 0.1 0.0 0.0 -0.214
C 2.05565 2.36898 3.99029 0.1 0.0 -0.4 -0.140
H 4.09791 -4.83109 4.37825 0.1 -0.1 0.0 0.239
H 4.24362 -2.72499 5.64727 0.0 0.0 0.1 0.239
H 3.25432 -0.65860 4.73361 0.1 -0.1 0.0 0.231
H 2.08646 -2.79315 1.20445 0.0 -0.1 0.0 0.209
H 3.04663 -4.86238 2.14712 0.0 -0.1 -0.1 0.232
H 2.76085 -0.42242 -0.59603 0.1 -0.1 -0.1 0.188
H 4.86345 -0.23257 -1.87226 0.0 0.0 0.0 0.237
H 6.84718 0.80039 -0.83703 0.1 0.1 0.0 0.241
H 6.72620 1.68392 1.46012 0.0 0.0 0.1 0.239
H 4.63572 1.44906 2.77640 0.1 0.0 -0.1 0.228
H 0.33503 -0.51518 4.49303 0.0 0.1 0.1 0.222
H -0.26596 0.67890 6.57723 0.0 -0.1 0.1 0.236
H 0.64187 2.92979 7.00961 0.0 0.1 0.1 0.240
H 2.11274 4.00945 5.36018 0.1 0.1 0.0 0.240
H 2.67421 2.84728 3.24192 0.0 0.1 0.1 0.234
C 1.31851 4.01134 -1.31495 0.4 0.6 0.0 -0.279
O 0.67985 2.75181 -1.02814 -0.5 -0.4 -0.4 -0.504
C 0.88593 2.19674 0.13298 0.4 0.1 0.8 0.490
O 1.56504 2.65591 1.03147 -0.4 0.0 -0.5 -0.649
H 0.67466 4.53524 -2.01428 0.0 -0.1 0.0 0.222
H 2.28997 3.81851 -1.76650 0.0 0.0 0.0 0.211
H 1.45325 4.58609 -0.39978 -0.1 -0.1 -0.1 0.212
```
Positions in Å, forces in eV/Å.

Results
**Orbital gap**: 7.30 eV
**Total charge**: +2
**F_max**: 2.30 eV/A
**Multiplicity**: 1